Entry 1:
This record from OMol25 describes 2 unconnected molecules or ions with the total composition C8H10BrNO2S. The level of theory is ωB97M-V/def2-TZVPD.

Computed properties:
net charge = 0
gap between HOMO and LUMO = 0.356 Ha
E_HOMO = -9.664 eV
E_tot = -3488.1553 a.u.
largest force on an atom = 5.0 eV Å⁻¹
relative energy (zero: lowest compared OMol25 entry of this formula, charge and spin) = 25.6 kcal per mole

Atoms and positions in Å:
C (1.58, 0.54, -3.82)
C (2.54, -0.13, -3.09)
C (0.45, 0.93, -3.13)
C (2.36, -0.46, -1.81)
C (0.21, 0.63, -1.82)
C (1.20, -0.11, -1.16)
C (-2.05, -0.79, 3.40)
C (-1.25, -1.37, 2.24)
N (-0.47, -0.04, 0.92)
O (1.40, -1.81, 0.83)
O (2.03, 0.54, 1.11)
S (1.15, -0.41, 0.54)
Br (-2.48, -2.11, 0.95)
H (1.79, 0.87, -4.78)
H (3.53, -0.42, -3.66)
H (-0.27, 1.46, -3.75)
H (3.06, -1.08, -1.17)
H (-0.67, 0.93, -1.46)
H (-1.28, -0.51, 4.15)
H (-2.48, -1.66, 4.02)
H (-2.82, 0.03, 3.35)
H (-0.39, -2.01, 2.38)
H (-0.29, 0.80, 1.47)

natural (NBO) population analysis, charges in e, atoms 1 to 2: -0.193, -0.194

Entry 2:
This record from OMol25 describes a molecular structure, C27H25AuClN4O3S. The level of theory is ωB97M-V/def2-TZVPD.

Computed properties:
net charge = -1
gap between HOMO and LUMO = 0.284 Ha
E_HOMO = -5.006 eV
E_tot = -2482.7975 a.u.
largest force on an atom = 0.6 eV Å⁻¹

Atoms and positions in Å:
Au (-0.24, -1.37, -0.92)
C (0.52, -2.82, 3.53)
C (-0.70, -2.08, 4.09)
C (-0.56, -0.58, 3.93)
C (-0.03, 0.17, 4.98)
C (0.23, 1.52, 4.84)
C (-0.01, 2.14, 3.61)
C (-0.52, 1.42, 2.54)
C (-0.74, 2.08, 1.20)
C (-2.21, 2.44, 0.95)
C (-0.81, 0.06, 2.71)
N (-1.26, -0.66, 1.58)
C (-2.42, -1.17, 1.57)
C (-2.94, -1.90, 0.43)
C (-4.17, -2.52, 0.31)
C (-4.20, -3.10, -0.97)
C (-2.97, -2.79, -1.55)
N (-2.21, -2.06, -0.71)
H (0.43, -3.89, 3.69)
H (1.44, -2.47, 4.00)
H (0.60, -2.64, 2.45)
H (-0.83, -2.30, 5.15)
H (-1.59, -2.45, 3.58)
H (0.17, -0.33, 5.92)
H (0.63, 2.09, 5.66)
H (0.21, 3.19, 3.48)
H (-0.40, 1.40, 0.41)
H (-0.13, 2.98, 1.14)
H (-2.83, 1.54, 0.91)
H (-2.33, 2.97, 0.01)
H (-2.60, 3.07, 1.75)
H (-3.11, -1.05, 2.42)
H (-4.95, -2.54, 1.05)
H (-4.99, -3.66, -1.43)
H (-2.61, -3.04, -2.54)
O (3.16, 2.02, -4.06)
S (3.50, 1.65, -2.71)
O (4.02, 2.68, -1.85)
N (2.28, 0.86, -2.01)
C (2.59, -0.40, -1.76)
O (1.85, -1.26, -1.22)
C (3.98, -0.79, -2.17)
C (4.62, -2.01, -2.05)
C (5.92, -2.11, -2.53)
C (6.56, -1.02, -3.11)
C (5.91, 0.21, -3.23)
C (4.62, 0.29, -2.74)
H (4.10, -2.84, -1.60)
H (6.45, -3.05, -2.45)
H (7.57, -1.12, -3.48)
H (6.40, 1.06, -3.68)
Cl (-5.24, 1.90, -2.54)
C (-3.50, 2.00, -2.60)
C (-2.87, 3.20, -2.85)
C (-1.49, 3.21, -2.87)
C (-0.80, 2.03, -2.64)
N (-1.42, 0.87, -2.40)
C (-2.75, 0.86, -2.37)
H (-3.46, 4.10, -3.02)
H (-0.94, 4.13, -3.05)
H (0.28, 2.00, -2.63)
H (-3.22, -0.09, -2.14)

natural (NBO) population analysis, charges in e, atoms 1 to 2: 0.666, -0.601

Entry 3:
This record from OMol25 describes 9 unconnected molecules or ions with the total composition C19H56F3N3O15S. The level of theory is ωB97M-V/def2-TZVPD.

Computed properties:
net charge = 0
gap between HOMO and LUMO = 0.205 Ha
E_HOMO = -7.791 eV
E_tot = -2747.8153 a.u.
largest force on an atom = 4.4 eV Å⁻¹

Atoms and positions in Å:
N (-18.91, -10.45, 6.06)
H (-18.36, -10.27, 5.23)
H (-18.49, -11.28, 6.45)
H (-19.89, -10.49, 5.84)
H (-18.73, -9.80, 6.82)
C (-18.98, -17.32, 9.03)
F (-18.98, -17.18, 10.36)
F (-18.49, -18.57, 8.75)
F (-20.20, -17.18, 8.58)
S (-17.88, -15.91, 8.25)
O (-18.25, -15.88, 6.81)
O (-18.32, -14.59, 8.74)
O (-16.48, -16.20, 8.64)
C (-19.20, -25.43, 5.57)
C (-19.84, -24.04, 5.50)
O (-21.22, -24.05, 5.32)
O (-17.77, -25.25, 5.55)
H (-19.40, -26.04, 4.69)
H (-19.56, -25.96, 6.45)
H (-19.39, -23.47, 4.69)
H (-19.63, -23.36, 6.33)
H (-21.53, -23.31, 4.79)
H (-17.33, -26.10, 5.47)
C (-18.85, -11.27, 14.27)
C (-20.30, -10.93, 14.85)
O (-20.83, -9.79, 14.20)
O (-17.85, -10.67, 14.97)
H (-18.77, -10.89, 13.25)
H (-18.72, -12.36, 14.23)
H (-20.28, -10.68, 15.91)
H (-21.05, -11.69, 14.66)
H (-20.12, -9.14, 14.16)
H (-18.13, -9.84, 15.37)
C (-10.43, -12.90, 12.69)
C (-11.01, -14.11, 11.87)
O (-12.32, -14.59, 12.21)
O (-11.30, -11.76, 12.63)
H (-9.54, -12.43, 12.26)
H (-10.34, -13.19, 13.73)
H (-10.36, -14.98, 11.91)
H (-11.05, -13.78, 10.83)
H (-12.87, -14.25, 11.51)
H (-12.12, -11.84, 13.12)
C (-12.72, -21.05, 9.55)
C (-11.99, -20.35, 8.40)
O (-11.66, -19.09, 8.88)
O (-11.69, -21.22, 10.55)
H (-13.00, -22.03, 9.18)
H (-13.55, -20.48, 9.97)
H (-12.57, -20.35, 7.48)
H (-11.08, -20.89, 8.15)
H (-12.49, -18.62, 8.93)
H (-11.37, -20.32, 10.64)
C (-23.39, -17.72, 2.93)
C (-24.38, -16.76, 3.63)
O (-25.53, -16.43, 2.87)
O (-23.81, -18.96, 3.14)
H (-22.38, -17.66, 3.33)
H (-23.16, -17.59, 1.87)
H (-23.79, -15.84, 3.64)
H (-24.68, -16.97, 4.65)
H (-25.92, -17.23, 2.50)
H (-24.50, -19.06, 2.47)
C (-20.54, -11.57, -0.42)
C (-20.04, -13.04, -0.47)
C (-19.64, -13.70, -1.82)
O (-19.57, -15.09, -1.61)
C (-18.66, -15.79, -2.46)
N (-19.00, -13.07, 0.52)
H (-19.86, -10.92, -0.96)
H (-20.62, -11.12, 0.58)
H (-21.49, -11.50, -0.93)
H (-20.85, -13.73, -0.23)
H (-18.71, -13.24, -2.14)
H (-20.35, -13.33, -2.56)
H (-18.80, -15.53, -3.51)
H (-18.85, -16.83, -2.20)
H (-17.64, -15.57, -2.14)
H (-18.88, -13.94, 1.03)
H (-18.10, -12.89, 0.10)
C (-11.10, -12.46, 5.22)
C (-12.04, -11.28, 5.10)
C (-11.58, -10.16, 4.12)
O (-10.33, -9.62, 4.32)
C (-10.03, -9.07, 5.56)
N (-13.22, -11.87, 4.58)
H (-10.12, -12.04, 5.47)
H (-10.80, -12.94, 4.29)
H (-11.31, -13.24, 5.95)
H (-12.24, -10.80, 6.06)
H (-12.37, -9.41, 4.13)
H (-11.61, -10.57, 3.11)
H (-9.05, -8.59, 5.59)
H (-9.97, -9.82, 6.35)
H (-10.76, -8.33, 5.88)
H (-12.92, -12.39, 3.76)
H (-13.72, -12.44, 5.24)

Mulliken population analysis, charges in e, atoms 1 to 2: -0.496, 0.387

Entry 4:
This record from OMol25 describes 13 unconnected molecules or ions with the total composition C16H57N12O13. The level of theory is ωB97M-V/def2-TZVPD.

Computed properties:
net charge = -1
gap between HOMO and LUMO = 0.291 Ha
E_HOMO = -6.059 eV
E_tot = -2278.9425 a.u.
largest force on an atom = 9.3 eV Å⁻¹

Atoms and positions in Å:
C (0.56, 1.07, -13.64)
C (0.08, 1.53, -12.27)
O (1.05, 2.34, -11.77)
H (1.24, 1.79, -14.09)
H (-0.30, 0.96, -14.28)
H (0.98, 0.10, -13.34)
H (-0.10, 0.76, -11.57)
H (-0.81, 2.14, -12.47)
C (2.28, -1.01, -10.12)
C (1.61, 0.08, -9.25)
O (1.96, 1.44, -9.63)
H (3.39, -0.94, -10.18)
H (1.95, -1.04, -11.15)
H (2.09, -1.91, -9.76)
H (1.77, -0.10, -8.16)
H (0.52, -0.06, -9.42)
H (1.43, 1.71, -10.46)
C (-2.37, -1.21, -8.87)
C (-2.54, -0.01, -9.86)
O (-2.87, 1.11, -9.20)
H (-2.04, -2.10, -9.43)
H (-3.29, -1.49, -8.30)
H (-1.61, -0.98, -8.16)
H (-3.20, -0.30, -10.67)
H (-1.62, 0.29, -10.37)
H (-2.33, 1.84, -9.61)
C (1.50, 5.29, -13.41)
O (0.24, 5.03, -13.99)
N (2.09, 4.58, -12.48)
N (2.33, 6.29, -13.71)
H (1.49, 3.72, -12.23)
H (3.05, 4.70, -12.11)
H (1.98, 6.96, -14.43)
H (3.35, 6.45, -13.37)
C (1.47, 2.95, -16.98)
O (2.31, 3.84, -16.33)
N (1.40, 1.67, -16.95)
N (0.68, 3.44, -17.87)
H (1.99, 1.21, -16.29)
H (0.60, 1.19, -17.15)
H (0.88, 4.46, -18.01)
H (0.28, 2.95, -18.69)
C (4.66, 2.14, -11.80)
O (5.97, 2.19, -12.25)
N (4.43, 2.16, -10.52)
N (3.64, 1.98, -12.54)
H (5.31, 1.97, -9.96)
H (3.55, 1.85, -10.12)
H (3.65, 2.18, -13.52)
H (2.66, 2.13, -12.27)
C (-0.94, 3.87, -8.98)
O (-1.81, 4.70, -8.21)
N (0.30, 3.79, -8.69)
N (-1.31, 3.18, -10.02)
H (0.42, 4.04, -7.72)
H (0.88, 3.00, -9.05)
H (-2.26, 3.46, -10.36)
H (-0.77, 2.79, -10.75)
C (3.63, -0.49, -14.83)
O (3.59, 0.79, -15.28)
N (3.57, -0.72, -13.53)
N (3.67, -1.53, -15.63)
H (3.47, 0.08, -12.99)
H (3.51, -1.59, -13.10)
H (3.45, -1.41, -16.62)
H (3.56, -2.48, -15.28)
C (-1.59, 0.15, -17.83)
O (-1.41, -1.17, -18.13)
N (-2.12, 1.00, -18.67)
N (-1.11, 0.69, -16.78)
H (-2.46, 0.73, -19.57)
H (-2.36, 1.94, -18.44)
H (-0.92, -0.01, -16.04)
H (-1.36, 1.64, -16.41)
C (-3.90, 1.26, -13.02)
O (-4.15, 1.51, -14.38)
H (-4.60, 0.47, -12.89)
H (-4.18, 2.09, -12.42)
H (-2.85, 0.85, -12.82)
H (-3.61, 2.15, -14.88)
C (0.45, -2.34, -15.90)
O (-0.13, -1.39, -15.02)
H (-0.31, -3.04, -16.24)
H (1.26, -2.87, -15.36)
H (0.89, -1.86, -16.76)
H (0.50, -0.73, -14.70)
C (-3.54, 5.34, -12.20)
O (-2.44, 4.59, -12.66)
H (-3.26, 5.38, -11.14)
H (-4.54, 4.86, -12.24)
H (-3.62, 6.28, -12.73)
H (-1.67, 5.10, -12.51)
C (-0.99, -2.00, -11.96)
O (-1.20, -3.29, -11.46)
H (-1.80, -1.38, -12.28)
H (-0.33, -2.19, -12.82)
H (-0.35, -1.51, -11.25)
H (-0.32, -3.65, -11.40)

Mulliken population analysis, charges in e, atoms 1 to 2: 1.455, 0.258

Entry 5:
This record from OMol25 describes 2 unconnected molecules or ions with the total composition C3H7NO2. The level of theory is ωB97M-V/def2-TZVPD.

Computed properties:
net charge = 0
gap between HOMO and LUMO = 0.417 Ha
SMILES = CC(=O)O.C=N
E_HOMO = -10.425 eV
E_tot = -323.7185 a.u.
largest force on an atom = 1.5 eV Å⁻¹
relative energy (zero: lowest compared OMol25 entry of this formula, charge and spin) = 39.2 kcal per mole

Atoms and positions in Å:
C (-1.48, -1.23, -0.85)
C (-0.07, -1.34, -0.33)
O (0.90, -1.49, -1.01)
O (0.04, -1.21, 1.06)
H (-1.50, -0.40, -1.57)
H (-1.78, -2.14, -1.36)
H (-2.16, -0.95, -0.05)
H (-0.07, -0.23, 1.12)
C (1.46, 1.60, 0.35)
N (0.40, 1.76, 1.03)
H (2.30, 2.29, 0.34)
H (1.56, 0.73, -0.29)
H (0.41, 2.62, 1.57)

natural (NBO) population analysis, charges in e, atoms 1 to 2: -0.740, 0.801

Entry 6:
This record from OMol25 describes a single C15H14N4OS2 molecule. The level of theory is ωB97M-V/def2-TZVPD.

Computed properties:
net charge = 0
gap between HOMO and LUMO = 0.324 Ha
SMILES = O=C(CSc1nccn1Cc1ccccc1)Nc1nccs1
E_HOMO = -8.280 eV
E_tot = -1670.6727 a.u.
largest force on an atom = 0.9 eV Å⁻¹
relative energy (zero: lowest compared OMol25 entry of this formula, charge and spin) = 0.0 kcal per mole

Atoms and positions in Å:
O (-2.75, -2.31, -1.19)
C (-1.69, -1.77, -1.36)
C (-0.52, -2.46, -2.03)
S (1.09, -1.78, -1.59)
C (0.96, -2.02, 0.14)
N (0.05, -2.75, 0.72)
C (0.29, -2.64, 2.05)
C (1.37, -1.83, 2.26)
N (1.80, -1.43, 1.03)
C (2.83, -0.47, 0.71)
C (2.21, 0.79, 0.16)
C (1.21, 1.45, 0.88)
C (0.61, 2.58, 0.36)
C (0.99, 3.07, -0.88)
C (1.98, 2.42, -1.60)
C (2.58, 1.28, -1.09)
N (-1.48, -0.47, -0.99)
C (-2.43, 0.25, -0.32)
N (-2.24, 1.46, 0.08)
C (-3.35, 1.93, 0.71)
C (-4.39, 1.07, 0.79)
S (-3.99, -0.44, 0.03)
H (-0.55, -3.52, -1.77)
H (-0.61, -2.36, -3.12)
H (-0.32, -3.16, 2.76)
H (1.85, -1.51, 3.16)
H (3.51, -0.90, -0.02)
H (3.38, -0.26, 1.63)
H (0.91, 1.06, 1.84)
H (-0.17, 3.07, 0.93)
H (0.51, 3.95, -1.28)
H (2.27, 2.79, -2.57)
H (3.34, 0.77, -1.65)
H (-0.58, -0.03, -1.14)
H (-3.33, 2.93, 1.10)
H (-5.35, 1.22, 1.23)

natural (NBO) population analysis, charges in e, atoms 1 to 2: -0.585, 0.697